No. 1
{"formula": "C70H60CrGeN5O5P2S", "method": "ωB97M-V with the def2-TZVPD basis set", "gap_ev": [6.8, 7.2], "e_lumo_ev": [-1.1, -0.7], "multiplicity": 2, "symbols": ["Cr", "O", "C", "C", "C", "C", "C", "C", "C", "O", "N", "N", "C", "C", "C", "C", "C", "C", "C", "O", "H", "H", "H", "H", "H", "H", "H", "H", "H", "H", "C", "N", "P", "C", "C", "C", "C", "C", "C", "C", "C", "C", "C", "C", "C", "P", "C", "C", "C", "C", "C", "C", "C", "C", "C", "C", "C", "C", "H", "H", "H", "H", "H", "H", "H", "H", "H", "H", "H", "H", "H", "H", "H", "H", "H", "H", "H", "H", "H", "H", "H", "O", "C", "O", "C", "C", "Ge", "C", "C", "C", "C", "C", "C", "C", "C", "C", "C", "C", "C", "C", "C", "C", "C", "C", "C", "H", "H", "H", "H", "H", "H", "H", "H", "H", "H", "H", "H", "H", "H", "H", "H", "H", "H", "H", "S", "C", "C", "C", "N", "C", "C", "C", "C", "C", "N", "C", "C", "H", "H", "H", "H", "H", "H", "H", "H"], "positions_angstrom": [[-0.03, 0.85, -0.21], [4.20, 0.65, -1.26], [4.64, 0.31, -0.03], [5.94, -0.17, 0.10], [6.44, -0.52, 1.33], [5.66, -0.39, 2.47], [4.36, 0.07, 2.36], [3.83, 0.42, 1.12], [2.43, 0.81, 1.00], [1.95, 1.17, -0.15], [1.65, 0.78, 2.06], [0.39, 1.07, 1.73], [-0.42, 1.55, 2.62], [-1.69, 2.12, 2.26], [-2.71, 2.26, 3.20], [-3.89, 2.91, 2.88], [-4.05, 3.47, 1.62], [-3.05, 3.37, 0.68], [-1.86, 2.67, 0.95], [-0.92, 2.57, 0.05], [3.28, 0.97, -1.16], [6.54, -0.26, -0.80], [7.46, -0.89, 1.41], [6.06, -0.66, 3.44], [3.73, 0.18, 3.22], [-0.09, 1.61, 3.65], [-2.58, 1.83, 4.19], [-4.68, 2.98, 3.61], [-4.97, 3.98, 1.37], [-3.16, 3.80, -0.31], [1.96, 3.77, -2.75], [0.63, 3.56, -2.18], [-0.13, 2.04, -2.42], [0.29, 1.82, -4.21], [0.77, 0.65, -4.76], [1.05, 0.58, -6.12], [0.87, 1.68, -6.93], [0.37, 2.86, -6.38], [0.07, 2.92, -5.04], [-1.88, 2.41, -2.79], [-2.44, 3.67, -2.86], [-3.75, 3.83, -3.28], [-4.49, 2.73, -3.67], [-3.93, 1.46, -3.61], [-2.64, 1.30, -3.17], [0.07, 4.56, -0.86], [0.75, 6.19, -1.41], [-0.19, 7.02, -2.02], [0.12, 8.33, -2.36], [1.38, 8.83, -2.08], [2.32, 8.02, -1.48], [2.01, 6.71, -1.14], [1.20, 4.31, 0.59], [2.51, 3.85, 0.65], [3.17, 3.75, 1.86], [2.54, 4.12, 3.04], [1.24, 4.59, 3.00], [0.58, 4.68, 1.79], [2.09, 3.16, -3.65], [2.78, 3.52, -2.08], [2.06, 4.82, -3.03], [0.94, -0.23, -4.14], [1.43, -0.34, -6.54], [1.11, 1.63, -7.98], [0.22, 3.73, -7.01], [-0.31, 3.83, -4.61], [-1.84, 4.53, -2.57], [-4.18, 4.82, -3.32], [-5.50, 2.86, -4.03], [-4.51, 0.60, -3.93], [-2.20, 0.31, -3.12], [-1.18, 6.64, -2.20], [-0.63, 8.96, -2.81], [1.62, 9.85, -2.32], [3.31, 8.41, -1.25], [2.76, 6.10, -0.65], [3.04, 3.56, -0.25], [4.19, 3.38, 1.88], [3.07, 4.05, 3.97], [0.74, 4.88, 3.91], [-0.44, 5.04, 1.75], [-1.55, -0.87, 1.34], [-2.36, -0.40, 0.52], [-1.99, 0.29, -0.46], [-3.84, -0.64, 0.73], [-4.10, -1.70, 1.79], [-2.57, -3.01, 2.00], [-1.76, -3.44, 0.21], [-2.54, -3.26, -0.92], [-2.08, -3.58, -2.18], [-0.83, -4.15, -2.33], [-0.05, -4.38, -1.21], [-0.51, -4.01, 0.04], [-3.27, -4.89, 2.26], [-4.58, -5.28, 2.47], [-4.94, -6.62, 2.47], [-3.99, -7.60, 2.26], [-2.67, -7.23, 2.07], [-2.33, -5.89, 2.07], [-1.50, -2.74, 3.69], [-1.24, -3.83, 4.51], [-0.58, -3.68, 5.72], [-0.14, -2.43, 6.12], [-0.41, -1.33, 5.33], [-1.10, -1.48, 4.13], [-4.28, -0.89, -0.23], [-4.26, 0.33, 1.03], [-5.01, -2.25, 1.56], [-4.25, -1.22, 2.75], [-3.55, -2.88, -0.81], [-2.70, -3.40, -3.05], [-0.46, -4.43, -3.31], [0.90, -4.87, -1.32], [0.12, -4.19, 0.90], [-5.35, -4.53, 2.64], [-5.97, -6.90, 2.62], [-4.27, -8.64, 2.23], [-1.91, -7.98, 1.89], [-1.29, -5.61, 1.92], [-1.58, -4.81, 4.22], [-0.40, -4.55, 6.34], [0.39, -2.32, 7.05], [-0.08, -0.35, 5.64], [-1.32, -0.62, 3.53], [4.29, -3.99, -0.21], [2.88, -2.90, -0.23], [2.23, -2.53, 0.94], [1.16, -1.66, 0.85], [0.77, -1.08, -0.29], [1.36, -1.50, -1.41], [2.40, -2.41, -1.43], [3.38, -5.54, -0.31], [2.48, -5.91, 0.68], [1.78, -7.10, 0.49], [1.95, -7.89, -0.55], [2.84, -7.53, -1.47], [3.58, -6.37, -1.40], [2.55, -2.89, 1.90], [0.58, -1.43, 1.73], [0.98, -1.08, -2.33], [2.85, -2.70, -2.36], [2.32, -5.31, 1.56], [1.05, -7.42, 1.21], [2.95, -8.21, -2.30], [4.29, -6.11, -2.17]], "lowdin_charge": [0.77, 0.06, -0.26, -0.01, -0.08, -0.09, -0.02, -0.10, -0.44, -0.17, 0.11, -0.06, -0.04, -0.14, -0.03, -0.09, -0.07, 0.01, -0.34, -0.36, 0.07, 0.12, 0.11, 0.10, 0.11, 0.15, 0.12, 0.10, 0.11, 0.10, -0.13, -0.45, 1.05, -0.34, -0.08, -0.08, -0.08, -0.06, -0.10, -0.34, -0.12, -0.08, -0.08, -0.07, -0.09, 1.08, -0.35, -0.11, -0.09, -0.09, -0.08, -0.09, -0.32, -0.11, -0.08, -0.08, -0.08, -0.11, 0.07, 0.06, 0.08, 0.08, 0.10, 0.10, 0.11, 0.11, 0.05, 0.10, 0.10, 0.10, 0.11, 0.08, 0.10, 0.10, 0.10, 0.10, 0.08, 0.11, 0.10, 0.10, 0.10, -0.09, -0.64, -0.06, -0.15, -0.21, 1.08, -0.23, -0.09, -0.08, -0.09, -0.09, -0.13, -0.27, -0.11, -0.10, -0.10, -0.09, -0.14, -0.23, -0.11, -0.09, -0.09, -0.09, -0.11, 0.11, 0.12, 0.06, 0.07, 0.10, 0.10, 0.10, 0.09, 0.09, 0.09, 0.10, 0.10, 0.10, 0.08, 0.08, 0.10, 0.10, 0.10, 0.07, 1.00, -0.50, -0.06, -0.11, 0.02, -0.09, -0.05, -0.51, -0.09, -0.14, 0.07, -0.14, -0.08, 0.12, 0.11, 0.10, 0.12, 0.10, 0.11, 0.11, 0.10]}


No. 2
{"formula": "C71H145N3O25S11", "method": "ωB97M-V with the def2-TZVPD basis set", "relative_energy_kj_mol": 0.0, "gap_ev": 8.4, "e_lumo_ev": 0.2, "symbols": ["C", "C", "C", "S", "O", "O", "C", "H", "H", "H", "H", "H", "H", "H", "H", "C", "C", "C", "S", "O", "O", "C", "H", "H", "H", "H", "H", "H", "H", "H", "C", "C", "C", "S", "O", "O", "C", "H", "H", "H", "H", "H", "H", "H", "H", "C", "C", "C", "S", "O", "O", "C", "H", "H", "H", "H", "H", "H", "H", "H", "C", "C", "C", "S", "O", "O", "C", "H", "H", "H", "H", "H", "H", "H", "H", "C", "C", "C", "S", "O", "O", "C", "H", "H", "H", "H", "H", "H", "H", "H", "C", "C", "C", "S", "O", "O", "C", "H", "H", "H", "H", "H", "H", "H", "H", "C", "C", "C", "S", "O", "O", "C", "H", "H", "H", "H", "H", "H", "H", "H", "C", "C", "C", "S", "O", "O", "C", "H", "H", "H", "H", "H", "H", "H", "H", "C", "C", "C", "S", "O", "O", "C", "H", "H", "H", "H", "H", "H", "H", "H", "C", "C", "C", "S", "O", "O", "C", "H", "H", "H", "H", "H", "H", "H", "H", "C", "C", "C", "C", "C", "C", "N", "O", "C", "C", "C", "H", "H", "H", "H", "H", "H", "H", "H", "H", "H", "H", "H", "H", "H", "H", "H", "H", "H", "H", "C", "C", "C", "C", "C", "C", "N", "O", "C", "C", "C", "H", "H", "H", "H", "H", "H", "H", "H", "H", "H", "H", "H", "H", "H", "H", "H", "H", "H", "H", "C", "C", "C", "C", "C", "C", "N", "O", "C", "C", "C", "H", "H", "H", "H", "H", "H", "H", "H", "H", "H", "H", "H", "H", "H", "H", "H", "H", "H", "H"], "positions_angstrom": [[4.27, -0.57, 4.75], [4.45, 0.76, 5.50], [5.77, 1.23, 5.04], [5.82, 1.08, 3.23], [7.13, 0.79, 2.68], [5.07, 2.26, 2.81], [4.67, -0.33, 3.29], [3.29, -1.00, 4.87], [4.95, -1.25, 5.22], [4.44, 0.66, 6.58], [3.66, 1.48, 5.22], [6.56, 0.56, 5.42], [6.17, 2.18, 5.37], [5.12, -1.21, 2.90], [3.92, 0.07, 2.68], [-3.91, 2.93, -5.75], [-4.07, 2.24, -4.40], [-3.19, 0.96, -4.45], [-3.39, 0.38, -6.16], [-4.47, -0.56, -6.27], [-2.09, -0.14, -6.62], [-4.04, 1.85, -6.83], [-2.92, 3.52, -5.71], [-4.77, 3.63, -5.85], [-5.12, 2.04, -4.28], [-3.71, 2.86, -3.58], [-3.48, 0.18, -3.76], [-2.12, 1.13, -4.33], [-5.08, 1.55, -6.97], [-3.41, 2.08, -7.72], [0.72, 0.73, 6.41], [1.31, 0.36, 7.81], [0.85, -1.08, 8.13], [1.02, -1.98, 6.52], [0.20, -3.14, 6.51], [2.44, -2.20, 6.26], [0.50, -0.58, 5.57], [1.48, 1.26, 5.82], [-0.20, 1.35, 6.44], [1.00, 1.10, 8.54], [2.37, 0.34, 7.74], [-0.25, -1.10, 8.27], [1.48, -1.53, 8.91], [-0.62, -0.70, 5.38], [0.99, -0.71, 4.56], [5.41, 6.51, 0.97], [4.73, 7.43, 1.97], [3.20, 7.35, 1.61], [3.02, 5.62, 1.12], [2.64, 5.61, -0.27], [2.38, 4.82, 2.11], [4.70, 5.16, 1.21], [6.47, 6.47, 1.09], [5.27, 6.85, -0.08], [5.14, 8.48, 2.00], [4.89, 7.21, 3.03], [3.02, 8.02, 0.69], [2.51, 7.69, 2.38], [4.90, 4.48, 0.36], [4.92, 4.65, 2.15], [-3.14, -3.90, 1.99], [-2.02, -4.55, 2.85], [-1.70, -3.72, 4.09], [-3.03, -2.58, 4.19], [-2.60, -1.28, 3.69], [-3.64, -2.73, 5.46], [-4.09, -3.34, 2.98], [-3.63, -4.68, 1.33], [-2.72, -3.15, 1.34], [-1.10, -4.74, 2.30], [-2.29, -5.57, 3.18], [-0.76, -3.12, 3.98], [-1.58, -4.32, 5.00], [-4.86, -2.73, 2.51], [-4.67, -4.14, 3.42], [-5.93, 0.50, 3.78], [-6.06, 0.20, 5.30], [-4.67, 0.46, 5.88], [-4.30, 2.02, 5.19], [-2.86, 2.21, 5.23], [-5.16, 3.03, 5.74], [-4.84, 1.61, 3.52], [-6.81, 0.83, 3.27], [-5.66, -0.40, 3.18], [-6.53, -0.82, 5.36], [-6.80, 0.96, 5.56], [-3.92, -0.23, 5.52], [-4.62, 0.67, 6.96], [-3.99, 1.32, 2.89], [-5.29, 2.45, 3.10], [0.95, 0.03, -6.63], [0.80, 0.10, -5.11], [2.12, -0.29, -4.42], [2.89, -1.47, -5.49], [2.69, -2.79, -4.93], [4.25, -0.95, -5.70], [1.99, -1.11, -6.95], [1.40, 0.96, -6.90], [-0.07, -0.05, -7.09], [-0.11, -0.38, -4.82], [0.69, 1.15, -4.87], [1.90, -0.75, -3.46], [2.92, 0.46, -4.30], [1.45, -1.98, -7.27], [2.80, -0.83, -7.65], [-1.92, -4.69, -6.74], [-3.42, -4.47, -7.15], [-4.13, -3.69, -6.05], [-2.88, -3.47, -4.78], [-2.95, -4.66, -3.92], [-2.99, -2.15, -4.18], [-1.47, -3.60, -5.84], [-1.35, -4.67, -7.67], [-1.75, -5.67, -6.31], [-3.87, -5.43, -7.25], [-3.47, -3.99, -8.13], [-4.95, -4.33, -5.66], [-4.47, -2.72, -6.32], [-0.62, -3.63, -5.22], [-1.58, -2.67, -6.38], [-0.22, 4.45, 4.70], [-1.14, 5.13, 5.72], [-1.33, 6.63, 5.34], [-0.46, 6.80, 3.78], [0.97, 7.08, 3.96], [-1.14, 7.69, 2.84], [-0.56, 5.10, 3.32], [-0.33, 3.40, 4.59], [0.83, 4.54, 4.94], [-0.76, 5.05, 6.70], [-2.06, 4.52, 5.76], [-0.80, 7.25, 6.09], [-2.42, 6.92, 5.30], [0.10, 4.90, 2.48], [-1.59, 4.89, 3.16], [2.40, -6.44, 2.87], [3.22, -6.24, 4.09], [2.68, -4.95, 4.78], [2.67, -3.88, 3.32], [4.06, -3.44, 3.03], [1.65, -2.86, 3.34], [2.25, -5.12, 2.04], [1.40, -6.91, 3.01], [2.94, -7.11, 2.19], [4.30, -5.98, 3.88], [3.10, -7.13, 4.72], [3.43, -4.47, 5.41], [1.72, -4.95, 5.28], [3.12, -4.96, 1.39], [1.26, -4.92, 1.63], [-5.31, -2.83, -1.20], [-6.63, -2.21, -1.67], [-6.78, -0.86, -0.92], [-5.20, -0.49, -0.26], [-5.25, -0.87, 1.14], [-4.83, 0.87, -0.55], [-4.27, -1.72, -1.08], [-4.95, -3.62, -1.88], [-5.56, -3.11, -0.16], [-7.51, -2.92, -1.51], [-6.69, -2.09, -2.78], [-7.47, -1.02, -0.05], [-7.13, -0.07, -1.60], [-3.47, -1.91, -0.39], [-3.99, -1.43, -2.03], [-0.59, 1.62, 2.25], [-0.27, 1.12, 0.91], [1.24, 1.44, 0.63], [1.92, 0.59, -0.51], [1.51, -0.88, -0.31], [0.00, -1.08, -0.29], [-0.52, -0.38, 0.84], [-1.95, -0.62, 0.99], [-0.59, -0.68, -1.62], [-0.22, -2.57, -0.17], [-1.08, 1.93, -0.14], [0.11, 1.27, 2.99], [-1.63, 1.37, 2.57], [-0.68, 2.70, 2.31], [1.42, 2.54, 0.50], [1.77, 1.12, 1.54], [3.08, 0.70, -0.54], [1.49, 0.98, -1.46], [2.00, -1.22, 0.64], [1.96, -1.47, -1.08], [-1.70, -0.61, -1.54], [-0.17, 0.19, -2.09], [-0.30, -1.45, -2.32], [0.30, -3.12, -0.96], [0.14, -2.97, 0.77], [-1.30, -2.67, -0.35], [-0.96, 1.76, -1.21], [-0.73, 3.00, -0.15], [-2.13, 2.06, 0.08], [-2.06, -0.85, 1.91], [4.60, -3.99, -0.84], [4.20, -5.20, -1.52], [4.48, -6.51, -0.77], [3.65, -7.75, -1.09], [2.20, -7.29, -1.04], [1.89, -6.28, -2.08], [2.72, -5.09, -1.64], [2.34, -3.97, -2.43], [2.17, -6.80, -3.50], [0.43, -5.96, -1.79], [4.93, -5.24, -2.92], [5.65, -3.86, -0.65], [4.18, -3.96, 0.17], [4.18, -3.18, -1.39], [5.54, -6.74, -0.85], [4.25, -6.29, 0.32], [3.70, -8.42, -0.26], [4.00, -8.27, -2.01], [1.92, -6.90, -0.04], [1.50, -8.15, -1.18], [1.93, -7.88, -3.51], [1.47, -6.34, -4.23], [3.19, -6.63, -3.72], [0.02, -5.16, -2.39], [-0.25, -6.84, -2.01], [0.26, -5.70, -0.76], [5.97, -5.07, -2.69], [4.76, -4.54, -3.72], [4.91, -6.27, -3.37], [2.67, -4.03, -3.37], [-0.56, 6.78, -1.53], [-0.64, 7.14, -3.00], [0.58, 7.82, -3.47], [1.86, 6.93, -3.53], [1.61, 5.65, -4.35], [0.35, 4.94, -3.95], [-0.77, 5.92, -3.79], [-1.99, 5.24, -3.38], [-0.04, 4.01, -5.17], [0.50, 3.95, -2.74], [-1.81, 8.09, -3.23], [-1.45, 6.39, -1.07], [-0.21, 7.62, -0.98], [0.22, 6.05, -1.44], [0.45, 8.15, -4.54], [0.87, 8.70, -2.85], [2.18, 6.61, -2.52], [2.66, 7.49, -4.11], [2.43, 4.96, -4.23], [1.48, 6.00, -5.38], [-0.38, 4.72, -6.03], [0.89, 3.45, -5.50], [-0.80, 3.34, -4.85], [1.07, 4.42, -1.96], [-0.51, 3.68, -2.36], [0.95, 2.99, -3.10], [-1.91, 8.34, -4.28], [-1.57, 8.99, -2.63], [-2.85, 7.76, -2.95], [-1.92, 5.23, -2.42]], "lowdin_charge": [-0.20, -0.23, -0.26, 0.72, -0.33, -0.34, -0.19, 0.06, 0.12, 0.11, 0.12, 0.11, 0.10, 0.08, 0.07, -0.21, -0.20, -0.19, 0.68, -0.33, -0.34, -0.23, 0.12, 0.13, 0.11, 0.11, 0.07, 0.09, 0.11, 0.13, -0.17, -0.20, -0.19, 0.67, -0.31, -0.34, -0.23, 0.09, 0.11, 0.11, 0.08, 0.11, 0.11, 0.11, 0.10, -0.22, -0.22, -0.19, 0.64, -0.33, -0.31, -0.24, 0.10, 0.13, 0.12, 0.12, 0.13, 0.07, 0.12, 0.09, -0.21, -0.20, -0.23, 0.67, -0.31, -0.30, -0.23, 0.15, 0.07, 0.09, 0.12, 0.09, 0.11, 0.09, 0.11, -0.20, -0.20, -0.23, 0.65, -0.34, -0.31, -0.18, 0.10, 0.07, 0.13, 0.11, 0.06, 0.12, 0.10, 0.07, -0.18, -0.22, -0.21, 0.69, -0.33, -0.34, -0.21, 0.10, 0.10, 0.09, 0.08, 0.09, 0.12, 0.09, 0.11, -0.22, -0.17, -0.21, 0.69, -0.33, -0.34, -0.22, 0.11, 0.11, 0.10, 0.12, 0.12, 0.05, 0.10, 0.10, -0.21, -0.20, -0.20, 0.68, -0.34, -0.35, -0.22, 0.07, 0.11, 0.10, 0.10, 0.11, 0.13, 0.08, 0.10, -0.23, -0.22, -0.20, 0.70, -0.33, -0.34, -0.19, 0.13, 0.10, 0.14, 0.12, 0.10, 0.09, 0.05, 0.08, -0.21, -0.21, -0.22, 0.66, -0.34, -0.31, -0.22, 0.13, 0.11, 0.13, 0.12, 0.12, 0.10, 0.07, 0.05, -0.03, -0.45, -0.10, -0.15, -0.13, -0.54, -0.02, -0.04, -0.03, -0.01, -0.03, 0.08, 0.09, 0.07, 0.12, 0.10, 0.14, 0.07, 0.13, 0.10, 0.10, 0.05, 0.08, 0.07, 0.07, 0.08, 0.05, 0.08, 0.07, 0.03, -0.04, -0.52, -0.12, -0.16, -0.19, -0.51, -0.06, -0.07, 0.00, -0.04, -0.01, 0.10, 0.07, 0.08, 0.13, 0.11, 0.10, 0.12, 0.11, 0.13, 0.10, 0.09, 0.03, 0.06, 0.11, 0.06, 0.08, 0.07, 0.08, 0.06, -0.01, -0.57, -0.15, -0.15, -0.16, -0.50, -0.06, -0.04, -0.05, -0.02, -0.03, 0.08, 0.09, 0.05, 0.14, 0.13, 0.09, 0.12, 0.12, 0.12, 0.12, 0.09, 0.03, 0.04, 0.07, 0.09, 0.07, 0.10, 0.10, 0.05]}